Density functional theory data (ωB97M-V/def2-TZVPD) for a molecular structure, C17H23MnO3 in a non-equilibrium geometry.

* HOMO (spin up / spin down): -2.833 / -3.540 eV

Structure (ORCA input):
```
! wB97M-V def2-TZVPD RIJCOSX def2/J DEFGRID3
* xyz -1 4
Mn 0.42 -0.29 0.98
C 0.99 -1.75 2.54
C -0.43 -1.81 2.57
C -0.89 -2.22 1.29
H -1.05 -1.69 3.46
C 0.24 -2.51 0.47
C 1.41 -2.23 1.24
H 2.43 -2.49 0.95
H 1.63 -1.54 3.40
H -1.93 -2.38 1.01
H 0.23 -2.99 -0.51
C 1.73 1.38 1.77
C 2.53 0.25 1.42
C 2.39 0.01 0.01
H 3.21 -0.26 2.10
C 1.54 1.03 -0.51
C 1.09 1.84 0.58
H 0.46 2.72 0.48
H 1.71 1.87 2.74
H 2.89 -0.74 -0.59
H 1.41 1.26 -1.57
O -0.41 -0.28 -0.74
C -0.51 -0.02 -3.50
C -1.72 0.18 -2.69
C 0.03 -1.37 -3.69
C 0.16 1.13 -4.12
C -1.40 0.57 -1.23
H -2.32 -0.75 -2.68
H -2.33 0.98 -3.13
H -1.07 1.63 -1.24
H -2.30 0.50 -0.60
H -0.43 -1.87 -4.55
H -0.14 -2.00 -2.80
H 1.11 -1.33 -3.88
H -0.24 1.34 -5.13
H 1.23 0.93 -4.24
H 0.04 2.05 -3.53
C -2.18 1.91 3.64
C -1.00 1.10 3.19
O -0.08 0.78 3.96
O -1.04 0.76 1.92
H -2.09 2.12 4.71
H -3.10 1.34 3.46
H -2.22 2.84 3.08
*
```


Density functional theory data (ωB97M-V/def2-TZVPD) for 2 unconnected molecules or ions with the total composition C4H5ClN2OS in a non-equilibrium geometry.

* HOMO (spin up / spin down): -9.101 / -8.904 eV

Structure (ORCA input):
```
! wB97M-V def2-TZVPD RIJCOSX def2/J DEFGRID3
* xyz 0 1
C 0.46 0.43 0.32
C 0.82 -0.16 -0.90
C 1.08 -1.56 0.71
C 1.75 -2.34 -1.65
N 0.70 -0.52 1.30
N 1.27 -1.46 -0.67
O 4.37 -1.54 0.60
S 4.13 -0.50 -0.33
Cl 4.07 1.31 0.67
H 0.14 1.42 0.56
H 0.67 0.16 -1.88
H 1.23 -3.28 -1.64
H 1.66 -1.79 -2.64
H 2.75 -2.60 -1.45
*
```


Density functional theory data (ωB97M-V/def2-TZVPD) for a molecular structure, C37H20FeN9OS.

* HOMO (spin up / spin down): -0.071 / -0.560 eV

Structure (ORCA input):
```
! wB97M-V def2-TZVPD RIJCOSX def2/J DEFGRID3
* xyz -2 6
Fe 0.04 -0.15 0.06
C 1.32 0.34 6.59
C 0.25 1.24 6.58
C -0.36 1.60 5.39
C 0.11 1.03 4.22
C -0.29 1.20 2.80
N 0.48 0.37 2.04
C 1.42 -0.24 2.82
N 2.42 -0.99 2.47
C 2.73 -1.25 1.16
C 3.90 -1.98 0.77
C 4.95 -2.57 1.48
C 5.96 -3.20 0.78
C 5.94 -3.24 -0.64
C 4.92 -2.65 -1.35
C 3.88 -2.02 -0.64
C 2.70 -1.31 -1.04
N 2.36 -1.12 -2.35
C 1.35 -0.39 -2.72
N 0.43 0.27 -1.95
C -0.35 1.07 -2.73
N -1.25 1.95 -2.38
C -1.51 2.27 -1.09
N -0.97 1.72 0.03
C -1.49 2.32 1.12
N -1.19 2.07 2.43
C -2.43 3.32 0.71
C -3.25 4.22 1.41
C -4.06 5.07 0.69
C -4.08 5.03 -0.73
C -3.28 4.15 -1.42
C -2.45 3.29 -0.70
C 0.01 0.82 -4.15
C -0.49 1.34 -5.33
C 0.09 0.91 -6.52
C 1.16 0.01 -6.52
C 1.66 -0.49 -5.32
C 1.07 -0.08 -4.14
N 2.04 -0.89 0.06
C 1.17 0.14 4.23
C 1.80 -0.22 5.41
H 1.78 0.07 7.54
H -0.11 1.66 7.52
H -1.19 2.31 5.36
H 4.96 -2.54 2.56
H 6.77 -3.67 1.31
H 6.74 -3.74 -1.16
H 4.89 -2.67 -2.43
H -3.23 4.24 2.49
H -4.70 5.77 1.21
H -4.73 5.71 -1.27
H -3.28 4.12 -2.51
H -1.31 2.04 -5.32
H -0.29 1.28 -7.47
H 1.59 -0.31 -7.46
H 2.49 -1.19 -5.30
H 2.63 -0.91 5.40
O -2.03 -0.67 0.06
N -2.65 -1.83 -0.05
C -3.99 -1.76 -0.22
C -4.76 -2.88 -0.34
C -4.13 -4.13 -0.30
C -2.77 -4.18 -0.13
C -1.96 -3.02 0.00
S -0.30 -2.99 0.20
H -4.35 -0.75 -0.24
H -5.83 -2.78 -0.48
H -4.70 -5.04 -0.39
H -2.24 -5.12 -0.09
*
```


Density functional theory data (ωB97M-V/def2-TZVPD) for a molecular structure, C21H24N2OP2SeZr in a non-equilibrium geometry.

* HOMO: -13.622 eV

Structure (ORCA input):
```
! wB97M-V def2-TZVPD RIJCOSX def2/J DEFGRID3
* xyz 2 1
C -1.50 3.41 -1.77
C -1.35 2.06 -1.52
C -0.08 1.44 -1.77
C 1.01 2.24 -2.28
C 0.80 3.63 -2.49
C -0.44 4.21 -2.24
C 2.25 1.62 -2.45
C 2.41 0.25 -2.24
C 1.27 -0.49 -1.75
C 1.43 -1.89 -1.48
C 2.67 -2.47 -1.64
C 3.78 -1.74 -2.09
C 3.65 -0.40 -2.39
H -2.47 3.87 -1.56
H 1.64 4.21 -2.89
H -0.59 5.28 -2.37
H 3.10 2.23 -2.76
H 2.78 -3.53 -1.40
H 4.75 -2.24 -2.19
H 4.49 0.21 -2.75
N 0.15 0.16 -1.35
Zr 0.19 0.03 1.87
C -2.43 1.24 -0.85
H -2.46 0.23 -1.28
H -3.42 1.71 -0.92
C 0.27 -2.65 -0.88
H -0.69 -2.35 -1.34
H 0.41 -3.74 -0.97
P -2.09 1.01 0.96
P 0.11 -2.32 0.93
C 1.37 -3.45 1.58
H 1.27 -3.49 2.67
H 1.18 -4.44 1.15
H 2.37 -3.10 1.31
C -1.42 -3.28 1.22
H -1.23 -4.31 0.88
H -1.66 -3.28 2.29
H -2.26 -2.85 0.65
C -2.43 2.70 1.52
H -3.41 3.00 1.12
H -2.47 2.70 2.61
H -1.65 3.39 1.16
C -3.66 0.22 1.39
H -3.74 0.14 2.48
H -4.47 0.87 1.04
H -3.76 -0.77 0.93
C 2.33 -0.29 2.27
O 3.47 -0.47 2.42
H 1.20 1.34 1.19
Se -0.24 0.02 6.88
C -0.23 0.07 5.14
N -0.19 0.10 3.94
*
```